Formula: H4O2
Source: OMol25
Level of theory: ωB97M-V with the def2-TZVPD basis set

Output
E_HOMO ... -11.5 eV
E_tot ... -4159.6894 eV
Net charge ... 0

Last column: natural (NBO) charge in e.
Positions of all 6 atoms, in Å:
O -2.4562 1.8486 2.1872  -0.941
H -1.9456 2.6801 2.0597  0.470
H -2.3533 1.3618 1.3382  0.471
O 1.9110 -1.8254 -1.7011  -0.941
H 2.5919 -2.3920 -1.2726  0.471
H 2.2522 -1.6730 -2.6114  0.470

---

Formula: C36H58Cl6N6O2
Source: OMol25
Level of theory: ωB97M-V with the def2-TZVPD basis set

Output
E_HOMO (alpha / beta) ... -0.2 / -6.0 eV
E_tot ... -126433.6079 eV
Spin multiplicity ... 4
Net charge ... -1

Last column: Mulliken spin population.
Positions of all 108 atoms, in Å:
C -33.6002 -18.0205 7.4665  -0.007
Cl -34.8704 -17.0195 6.6388  -0.003
Cl -31.9871 -17.7151 6.9948  0.003
Cl -33.9991 -19.6071 6.9411  0.009
H -33.6905 -18.0024 8.5526  0.019
C -35.5583 -16.7328 12.0996  0.183
Cl -37.1456 -16.6926 12.7365  0.262
Cl -34.3220 -16.0172 13.1638  0.259
Cl -35.4133 -16.2660 10.3732  0.340
H -35.3439 -17.8014 12.1182  -0.060
C -47.2829 -20.2614 5.7255  0.018
C -46.9298 -21.6163 6.4091  0.001
C -46.6357 -21.4733 7.9351  0.023
C -47.8834 -21.3428 8.8935  -0.004
C -48.8420 -22.4930 8.5918  0.018
C -49.1538 -22.7718 7.0476  -0.006
N -47.8754 -22.7211 6.2852  0.314
O -48.0171 -23.2746 4.9590  0.610
C -49.8470 -24.1390 6.9945  0.007
C -50.1682 -21.7729 6.7395  0.026
C -45.5005 -21.9832 5.7978  0.005
H -48.3346 -19.9967 5.8354  0.001
H -47.1400 -20.3033 4.6457  -0.001
H -46.8664 -19.3265 6.1004  0.002
H -46.0790 -22.3765 8.1850  -0.002
H -45.9550 -20.6609 8.1899  0.002
H -48.5223 -20.4703 8.7570  0.000
H -47.4118 -21.3878 9.8752  0.000
H -49.7088 -22.6038 9.2433  -0.001
H -48.2772 -23.3561 8.9442  -0.001
H -49.0452 -24.8727 7.0767  -0.003
H -50.4899 -24.1589 7.8745  0.000
H -50.3760 -24.3109 6.0571  0.000
H -51.1153 -21.9952 7.2310  0.000
H -49.8634 -20.7807 7.0723  0.002
H -50.1882 -21.8535 5.6527  -0.007
H -44.8196 -21.1352 5.8715  -0.001
H -45.6644 -22.1625 4.7352  0.003
H -45.0399 -22.8564 6.2599  -0.006
C -39.5677 -16.4759 10.2535  0.023
C -39.4746 -17.2010 8.9099  -0.014
C -38.8380 -18.5516 9.1854  -0.030
C -38.8266 -19.5724 8.0476  -0.005
C -40.2182 -19.6834 7.5554  0.011
C -40.9697 -18.3977 7.1414  0.029
N -40.8463 -17.3966 8.2505  0.330
O -41.5388 -16.1247 7.9503  0.608
C -40.2956 -17.9599 5.8827  0.026
C -42.4505 -18.8482 7.0111  -0.004
C -38.3989 -16.3152 8.0916  0.036
H -40.0920 -15.5397 10.0614  -0.014
H -38.5851 -16.3180 10.6980  -0.011
H -40.1387 -17.0531 10.9807  0.005
H -37.8789 -18.2891 9.6318  0.035
H -39.3614 -18.9729 10.0437  -0.003
H -38.3389 -20.5436 8.1317  0.000
H -38.0965 -19.1563 7.3534  0.001
H -40.7548 -20.3290 8.2507  -0.005
H -40.0904 -20.3064 6.6701  -0.001
H -40.6879 -18.5967 5.0898  0.000
H -40.8199 -17.0933 5.4799  -0.002
H -39.2465 -18.0483 5.6006  -0.001
H -42.5396 -19.7223 6.3659  0.000
H -42.9832 -19.2564 7.8700  0.001
H -43.2683 -18.1797 6.7421  -0.004
H -38.2652 -15.3678 8.6139  -0.001
H -38.6837 -16.0142 7.0835  -0.011
H -37.4348 -16.8174 8.0106  -0.010
N -36.1277 -14.3189 2.9146  -0.001
C -37.4967 -14.2827 2.8006  0.000
C -38.0722 -14.3338 4.0756  0.001
C -36.9916 -14.4058 5.0031  -0.012
C -35.8233 -14.3880 4.2284  0.004
H -35.4497 -14.2824 2.1669  0.000
H -37.9570 -14.1596 1.8314  0.000
H -39.1163 -14.2026 4.3188  0.000
H -36.9698 -14.4557 6.0817  0.015
H -34.7892 -14.5360 4.5024  -0.001
N -41.3942 -13.8326 13.7803  0.010
C -40.2850 -14.2402 13.2541  -0.046
C -39.3261 -13.2353 13.3834  -0.015
C -39.9821 -12.1784 14.0602  0.001
C -41.2879 -12.5224 14.2114  -0.001
H -42.2296 -14.3940 13.8646  -0.005
H -40.3129 -15.2480 12.8668  0.045
H -38.3510 -13.3663 12.9377  0.008
H -39.5368 -11.2221 14.2919  0.001
H -42.0947 -11.9619 14.6601  -0.001
N -41.3284 -12.4325 10.4046  0.000
C -42.3929 -11.5982 10.3030  0.000
C -42.6833 -11.4488 8.9661  0.001
C -41.8500 -12.2349 8.2249  -0.004
C -40.9277 -12.7941 9.1593  -0.004
H -40.8194 -12.6682 11.2446  0.000
H -42.6597 -11.1244 11.2361  0.000
H -43.4777 -10.8470 8.5498  0.000
H -42.0699 -12.3899 7.1790  0.000
H -40.0975 -13.4668 9.0025  0.007
N -43.8008 -15.0588 10.6183  0.002
C -44.0017 -16.2185 11.3752  -0.001
C -45.1794 -16.0815 12.1347  -0.002
C -45.7008 -14.7707 11.9122  0.000
C -44.8451 -14.1803 10.9274  0.001
H -42.9416 -14.8430 10.1332  0.002
H -43.2426 -16.9833 11.3031  0.001
H -45.6288 -16.8231 12.7784  0.000
H -46.6149 -14.4193 12.3677  0.000
H -44.8227 -13.1464 10.6160  0.000

---

Formula: C44H137N11O19
Source: OMol25
Level of theory: ωB97M-V with the def2-TZVPD basis set

Output
E_HOMO ... -9.0 eV
E_tot ... -103138.0157 eV
Net charge ... 0

Last column: Löwdin charge in e.
Positions of all 211 atoms, in Å:
C 24.0435 15.3567 16.5310  -0.066
C 25.1859 14.9975 15.5442  -0.400
C 26.2692 16.0499 15.4015  -0.188
O 27.3728 15.6701 14.5450  -0.203
C 28.2801 16.7023 14.2048  -0.105
N 25.5843 13.6655 16.0090  0.041
H 23.5525 16.3447 16.4424  0.048
H 24.3951 15.3089 17.6058  0.096
H 23.1297 14.6806 16.4277  0.080
H 24.8118 14.8357 14.5377  0.107
H 26.6302 16.4560 16.3758  0.138
H 25.7061 16.8699 14.9493  0.105
H 27.8634 17.4877 13.5746  0.078
H 29.0806 16.2354 13.6224  0.091
H 28.6434 17.1791 15.1368  0.094
H 26.4949 13.3934 15.7541  0.067
H 25.5504 13.6459 17.0389  0.081
C 20.9674 20.1481 22.9122  -0.045
C 21.4953 20.3493 21.4505  -0.472
C 20.4224 20.8129 20.6372  -0.280
O 20.7363 20.9553 19.2747  -0.203
C 19.6581 21.1878 18.4262  -0.099
N 22.4798 21.4321 21.5063  0.052
H 20.1588 19.4572 22.9868  0.063
H 20.7200 21.1789 23.2129  0.087
H 21.6837 19.8150 23.6549  0.068
H 21.8623 19.3973 20.9552  0.155
H 19.9354 21.7545 21.0700  0.161
H 19.6367 20.0480 20.7079  0.131
H 18.9991 21.9087 18.8449  0.082
H 19.1232 20.2412 18.2928  0.095
H 20.0248 21.5495 17.4604  0.065
H 22.8966 21.6065 20.5795  0.066
H 23.1818 21.0510 22.1582  0.084
C 19.6794 11.9588 12.6826  -0.041
C 20.4707 11.0638 11.7114  -0.367
C 19.4725 10.3659 10.7862  -0.205
O 18.7407 11.3397 10.0638  -0.220
C 17.7709 10.9819 9.0832  -0.089
N 21.4736 11.8986 10.9692  0.053
H 20.3236 12.2338 13.5270  0.073
H 18.7653 11.4275 12.9490  0.060
H 19.3364 12.8498 12.0922  0.084
H 20.9567 10.2757 12.2679  0.136
H 18.7876 9.8012 11.3748  0.114
H 20.0540 9.7509 10.1134  0.118
H 18.1491 10.2306 8.3474  0.093
H 17.4750 11.8788 8.5568  0.077
H 16.8827 10.5267 9.6037  0.095
H 21.0212 12.6783 10.5469  0.056
H 21.8095 11.2628 10.2203  0.108
C 21.6889 11.5947 19.6997  -0.073
C 22.4618 12.7263 19.0196  -0.394
C 21.9722 14.1023 19.4754  -0.200
O 20.9095 14.5787 18.6591  -0.228
C 20.8452 15.9875 18.4264  -0.072
N 23.9086 12.7806 19.4519  0.029
H 22.0811 10.5786 19.3897  0.094
H 20.6575 11.7045 19.3047  0.085
H 21.5869 11.6482 20.7953  0.077
H 22.5553 12.5757 17.9267  0.137
H 22.7573 14.8554 19.4898  0.100
H 21.5353 13.9582 20.5197  0.143
H 20.3063 16.4378 19.2471  0.088
H 20.3420 16.1581 17.4863  0.064
H 21.8765 16.3660 18.4196  0.077
H 23.9201 12.6264 20.4349  0.056
H 24.3721 12.0321 19.0006  0.049
C 24.7546 19.4391 16.9161  -0.036
C 23.4868 19.9742 17.5039  -0.430
C 23.4568 21.5334 17.6325  -0.217
O 24.4384 21.8862 18.5527  -0.201
C 24.7876 23.2577 18.5387  -0.094
N 22.3397 19.5664 16.7463  0.072
H 24.8833 19.8289 15.9280  0.080
H 24.7491 18.3724 16.8837  0.049
H 25.5218 19.7855 17.5565  0.074
H 23.3401 19.5990 18.5129  0.131
H 22.4373 21.8302 17.9890  0.115
H 23.5836 22.0145 16.6238  0.129
H 25.5690 23.3878 19.2640  0.080
H 23.9145 23.8999 18.7756  0.099
H 25.1720 23.5488 17.5620  0.085
H 21.6087 19.2687 17.3801  0.074
H 22.6310 18.7384 16.2100  0.062
C 16.6628 24.3128 15.1243  -0.036
C 18.1024 23.8469 14.7837  -0.337
C 19.2019 24.9304 15.1956  -0.186
O 18.5608 26.1305 14.9448  -0.204
C 19.2973 27.2954 14.8948  -0.105
N 18.5220 22.5947 15.4498  0.050
H 16.3795 25.2249 14.6389  0.068
H 16.6131 24.5063 16.1617  0.064
H 15.9452 23.5518 14.9257  0.062
H 18.1785 23.7054 13.6950  0.112
H 20.0464 24.6847 14.5508  0.112
H 19.5550 24.8064 16.2149  0.122
H 18.5960 28.1155 14.7251  0.095
H 20.0615 27.2393 14.1311  0.090
H 19.6812 27.4711 15.8805  0.080
H 17.8362 21.8575 15.4165  0.041
H 18.6375 22.6959 16.4488  0.055
C 21.7935 16.5983 14.2644  -0.039
C 20.6019 16.3532 13.3491  -0.394
C 19.8271 17.6076 12.9868  -0.108
O 19.4617 18.3732 14.2079  -0.196
C 19.1616 19.6846 13.9726  -0.151
N 20.8426 15.5760 12.0994  0.055
H 22.6042 17.2232 13.7562  0.088
H 22.3414 15.6862 14.6140  0.065
H 21.4488 17.1021 15.1573  0.055
H 19.9722 15.6871 13.9367  0.105
H 18.8897 17.3219 12.4405  0.121
H 20.3533 18.3326 12.3629  0.103
H 19.7423 20.1191 13.1516  0.063
H 19.4629 20.2128 14.8556  0.063
H 18.1170 19.9867 13.8121  0.084
H 21.4309 16.1991 11.4887  0.092
H 21.4654 14.7966 12.3314  0.051
C 15.7432 17.1656 11.8843  -0.050
C 14.8898 18.2753 12.4535  -0.396
C 13.3838 18.1192 12.1911  -0.160
O 12.7879 19.3505 12.6862  -0.200
C 11.4328 19.4036 12.7347  -0.153
N 15.0646 18.3911 13.9485  0.056
H 16.7811 17.3844 12.2414  0.071
H 15.6214 17.2524 10.7926  0.086
H 15.4818 16.0934 12.1266  0.084
H 15.1610 19.2138 12.0153  0.119
H 13.0088 17.2817 12.8394  0.137
H 13.0924 17.9476 11.1412  0.130
H 11.0485 18.7063 13.4698  0.087
H 11.0017 19.0783 11.8089  0.078
H 11.0498 20.3780 12.9304  0.084
H 14.3580 18.9369 14.3800  0.059
H 15.0939 17.4697 14.3975  0.063
C 20.3099 23.1848 9.9400  -0.013
C 20.1839 22.8479 11.4561  -0.384
C 18.9204 22.0522 11.6509  -0.214
O 17.8468 22.8925 11.1900  -0.223
C 16.5374 22.3381 11.3540  -0.095
N 21.2724 21.9594 11.9033  0.058
H 20.6352 22.3171 9.4328  0.055
H 21.0792 23.9847 9.8079  0.090
H 19.3137 23.5388 9.7085  0.072
H 20.0991 23.6422 12.1204  0.107
H 18.6322 21.8221 12.6532  0.074
H 18.8682 21.1283 11.0424  0.130
H 16.4708 21.5319 10.5878  0.093
H 15.7440 23.0233 11.0776  0.081
H 16.2641 21.9508 12.3384  0.078
H 21.4034 21.8441 12.8850  0.028
H 22.0843 22.3761 11.4734  0.075
C 24.8028 16.0476 9.5336  -0.038
C 25.3576 16.4341 10.9461  -0.376
C 24.4733 17.4225 11.6524  -0.274
O 24.5773 18.6520 11.0633  -0.201
C 24.3092 19.8514 11.8454  -0.041
N 25.3935 15.1802 11.7643  0.033
H 23.8921 15.4004 9.5599  0.087
H 25.5529 15.7114 8.8011  0.073
H 24.4693 17.0019 9.0897  0.076
H 26.3201 16.8982 10.9297  0.125
H 24.7139 17.5333 12.7263  0.104
H 23.3758 17.1152 11.6664  0.122
H 25.0360 20.5778 11.4231  0.093
H 24.4458 19.6904 12.9718  0.103
H 23.2958 20.1321 11.5347  0.060
H 26.1174 14.6013 11.2515  0.119
H 25.6982 15.1947 12.7144  0.034
C 15.4243 15.0729 16.3583  -0.059
C 16.6707 14.4103 15.9327  -0.440
C 16.4298 13.3738 14.8560  -0.200
O 16.2505 13.9991 13.5738  -0.211
C 16.0660 12.9873 12.5186  -0.055
N 17.8245 15.2438 15.5909  0.076
H 15.0274 15.7827 15.5934  0.071
H 15.6253 15.7200 17.2360  0.093
H 14.6203 14.4049 16.6035  0.078
H 16.8913 13.8307 16.7888  0.127
H 15.5836 12.7404 15.0706  0.120
H 17.3546 12.7772 14.8578  0.121
H 15.1477 12.4555 12.6276  0.071
H 16.8784 12.2552 12.7117  0.064
H 16.1690 13.5014 11.5570  0.086
H 18.6809 14.7388 15.2998  0.051
H 17.5856 15.8021 14.7813  0.074
O 23.1765 13.4518 12.3629  -0.093
H 23.9313 13.8631 11.9234  0.004
H 22.6710 12.9371 11.7345  -0.027
O 20.7959 19.6034 9.8709  -0.056
H 20.2714 18.8221 9.9115  0.009
H 20.9110 19.9005 10.7888  -0.014
O 20.4107 13.8116 15.8207  -0.070
H 21.2101 13.3587 15.4855  0.015
H 20.7144 14.0998 16.7003  0.011
O 19.3707 14.6857 9.7194  -0.085
H 18.5067 14.2991 9.8473  0.006
H 19.7437 14.9660 10.5813  -0.023
O 23.1703 12.4407 14.9207  -0.098
H 24.0435 12.6419 15.3049  -0.006
H 23.1513 12.8786 14.0543  -0.021
O 16.3979 20.1532 15.9685  -0.083
H 16.0623 19.6722 15.1888  -0.013
H 16.8806 19.4358 16.3956  0.002
O 18.3672 17.8472 16.9057  -0.070
H 18.8382 18.1301 16.1281  -0.009
H 17.9620 16.9997 16.6588  0.001
O 21.5190 22.0536 14.9855  -0.101
H 21.6286 21.3911 15.6984  -0.009
H 20.5716 22.2873 15.0769  -0.007